[1]
{"formula": "C14H23O8", "method": "ωB97M-V with the def2-TZVPD basis set", "species": ["C", "C", "C", "C", "C", "C", "O", "O", "H", "H", "H", "H", "H", "H", "H", "H", "H", "H", "H", "C", "C", "C", "O", "C", "O", "O", "H", "H", "H", "H", "H", "H", "C", "C", "C", "O", "C", "O", "O", "H", "H", "H", "H", "H", "H"], "positions_angstrom": [[3.5068, 2.1945, 1.1659], [2.6889, 0.9846, 0.5026], [3.2616, -0.4551, 0.9472], [4.7782, -0.6936, 0.4827], [4.9015, -0.7484, -1.1176], [5.3480, -1.9947, 1.2180], [4.6324, -3.0001, 1.5760], [6.7226, -2.0142, 1.4813], [3.0478, 3.1711, 0.7920], [3.4508, 2.2072, 2.3126], [4.6139, 2.2145, 0.8715], [2.6024, 1.1182, -0.6322], [1.6100, 1.0297, 0.9163], [2.5641, -1.2512, 0.4800], [3.2068, -0.6301, 2.0830], [5.3886, 0.1955, 0.8485], [5.2761, -1.7751, -1.4843], [5.6795, 0.0177, -1.4511], [3.9060, -0.4504, -1.6253], [-2.1523, 2.1169, 3.7919], [-2.4025, 1.7217, 2.3524], [-2.9473, 0.3317, 2.1958], [-2.4705, -0.0425, 0.9089], [-1.3323, 0.6753, 0.6885], [-0.5687, 0.4704, -0.2084], [-1.1793, 1.6525, 1.6256], [-1.8044, 3.1519, 3.8439], [-3.0600, 2.0251, 4.3928], [-1.3659, 1.5014, 4.2374], [-3.0469, 2.4613, 1.8641], [-4.0383, 0.3086, 2.2234], [-2.5572, -0.3776, 2.9325], [-2.6783, -1.1067, -4.4042], [-3.2504, -1.0112, -3.0064], [-3.9820, -2.2465, -2.5698], [-4.9367, -1.7292, -1.6499], [-5.1744, -0.4375, -2.0144], [-6.0630, 0.2363, -1.5777], [-4.2700, -0.0157, -2.9414], [-2.1178, -0.1997, -4.6451], [-2.0091, -1.9643, -4.5019], [-3.4741, -1.1885, -5.1502], [-2.4635, -0.7392, -2.2942], [-3.3244, -2.9655, -2.0783], [-4.5164, -2.7495, -3.3822]], "homo_lumo_gap_ha": 0.2058, "charge": -1, "energy_ha": -1149.20830, "spin_multiplicity": 1, "homo_energy_ev": -3.471, "lumo_energy_ev": 2.13}

---

[2]
{"formula": "C14H24AlF8O2S", "method": "ωB97M-V with the def2-TZVPD basis set", "species": ["C", "C", "C", "C", "C", "C", "C", "Al", "S", "C", "C", "O", "H", "H", "H", "H", "H", "H", "H", "H", "H", "H", "H", "H", "H", "H", "H", "H", "H", "H", "H", "H", "C", "C", "C", "F", "F", "F", "F", "O", "C", "C", "F", "F", "F", "F", "H", "H", "H", "H"], "positions_angstrom": [[-6.7314, -2.4026, 0.3831], [-5.6731, -3.3855, -0.0747], [-4.8341, -2.8529, -1.2314], [-3.4766, -3.5253, -1.3444], [-2.4208, -2.9202, -0.4304], [-1.6924, -1.7196, -1.0519], [-0.2592, -2.0439, -1.5632], [1.0798, -0.9481, -0.5693], [3.2024, -1.1006, -1.4930], [1.2646, -1.6476, 1.3894], [1.5891, -0.5418, 2.2220], [0.7916, 0.2825, 2.6726], [-7.3115, -2.0327, -0.4576], [-6.2903, -1.5607, 0.9103], [-7.4337, -2.8788, 1.0645], [-6.1883, -4.2852, -0.4127], [-5.0567, -3.6869, 0.7696], [-4.7243, -1.7752, -1.1170], [-5.3912, -3.0278, -2.1498], [-3.1341, -3.4670, -2.3768], [-3.5773, -4.5883, -1.1258], [-2.8548, -2.6183, 0.5205], [-1.6767, -3.6810, -0.2160], [-2.2663, -1.2814, -1.8664], [-1.6155, -0.9440, -0.2903], [-0.2080, -1.8044, -2.6263], [-0.0774, -3.1152, -1.4939], [0.6804, 0.6091, -0.5564], [3.8963, -0.5458, -0.4984], [0.2899, -2.0587, 1.6342], [2.0479, -2.3975, 1.3690], [2.6764, -0.4097, 2.4102], [4.9093, 3.2443, 0.5832], [4.6308, 3.5652, -0.8899], [4.4176, 5.0381, -1.2572], [3.3309, 5.5586, -0.6621], [4.2467, 5.1331, -2.5992], [3.6193, 2.7921, -1.3320], [5.7639, 3.2115, -1.5766], [3.8462, 2.7100, 1.3283], [2.9821, 3.5201, 2.0278], [1.5279, 3.3329, 1.5989], [1.3835, 3.6731, 0.3025], [0.7670, 4.1803, 2.3465], [3.3521, 4.8242, 1.9892], [3.0580, 3.1395, 3.3264], [5.6310, 2.4298, 0.5404], [5.4081, 4.0658, 1.0994], [5.2953, 5.6302, -0.9811], [1.2056, 2.3064, 1.7559]], "homo_lumo_gap_ha": 0.2783, "charge": -1, "energy_ha": -2137.98472, "spin_multiplicity": 1, "homo_energy_ev": -4.943, "lumo_energy_ev": 2.63}

---

[3]
{"formula": "C14H24BN6O7ScSe", "method": "ωB97M-V with the def2-TZVPD basis set", "species": ["Sc", "C", "N", "C", "C", "O", "C", "O", "C", "C", "O", "N", "C", "C", "H", "H", "H", "H", "H", "H", "H", "H", "H", "H", "H", "H", "H", "H", "H", "H", "B", "N", "C", "C", "C", "N", "N", "C", "C", "C", "N", "H", "H", "H", "H", "H", "H", "H", "H", "O", "Se", "O", "O", "O"], "positions_angstrom": [[0.3041, -0.6733, 0.1397], [-1.7099, 4.3234, -0.2808], [-1.8306, 2.8805, -0.1046], [-3.1670, 2.3493, -0.5025], [-0.9379, 2.0328, 0.4188], [-1.2106, 0.7981, 0.4955], [0.3937, 2.4956, 0.9208], [1.3425, 1.5436, 0.4274], [2.2743, 1.7824, -0.6950], [1.9408, 0.7349, -1.7708], [0.7568, 0.2718, -1.8046], [2.8410, 0.4494, -2.6875], [2.4225, -0.2400, -3.9069], [4.2774, 0.5950, -2.5727], [-1.7530, 4.5949, -1.3283], [-2.5137, 4.8348, 0.2879], [-0.7458, 4.7213, 0.1145], [-3.4154, 2.7913, -1.4629], [-2.9637, 1.3287, -0.7156], [-3.8515, 2.6480, 0.2485], [0.6608, 3.5354, 0.7760], [0.3696, 2.3293, 1.9552], [2.1731, 2.7937, -1.1191], [3.3127, 1.6558, -0.2906], [1.3593, -0.0564, -4.1732], [3.0266, 0.2020, -4.7267], [2.7243, -1.2679, -3.7561], [4.6893, 1.1437, -3.4238], [4.5088, 1.0875, -1.5955], [4.7556, -0.4132, -2.4570], [-2.7171, -0.9338, 2.1038], [-1.3862, -1.2724, 2.8366], [-1.2204, -1.7840, 4.0707], [-0.0317, -2.5025, 4.1517], [0.6070, -2.2564, 2.9454], [-0.2227, -1.5059, 2.0977], [-2.6348, -1.5146, 0.6934], [-3.6170, -2.3168, 0.2950], [-3.1669, -3.2674, -0.6745], [-1.7929, -3.0029, -0.7482], [-1.4397, -1.9190, 0.0012], [-2.9465, 0.2743, 2.1915], [-3.7357, -1.2865, 2.6930], [-1.9295, -1.5441, 4.8336], [0.3857, -3.0312, 5.0098], [1.5709, -2.5910, 2.4912], [-4.6182, -2.2892, 0.7623], [-3.7678, -4.0328, -1.1353], [-0.9484, -3.3982, -1.3982], [2.4523, -0.7634, 0.8845], [2.8055, -2.2705, 0.0729], [3.0152, -3.5849, 1.0792], [1.2549, -2.3767, -0.6567], [4.0496, -2.1025, -1.0108]], "homo_lumo_gap_ha": 0.2868, "energy_ha": -4590.15747, "relative_energy_kj_mol": 174.2, "spin_multiplicity": 1, "homo_energy_ev": -8.039, "lumo_energy_ev": -0.24}

---

[4]
{"formula": "C14H24ClO9PS", "method": "ωB97M-V with the def2-TZVPD basis set", "species": ["C", "O", "C", "C", "C", "C", "P", "O", "Cl", "C", "S", "O", "O", "O", "H", "H", "H", "H", "H", "H", "H", "H", "H", "H", "H", "H", "O", "C", "O", "C", "C", "C", "H", "H", "H", "H", "H", "H", "O", "C", "O", "C", "C", "C", "H", "H", "H", "H", "H", "H"], "positions_angstrom": [[0.2074, 3.9777, 3.7138], [0.9387, 4.0856, 2.5048], [1.8295, 5.1667, 2.4852], [3.0881, 4.7761, 1.7340], [2.8396, 4.7593, 0.2211], [3.0248, 3.3987, -0.4435], [1.4813, 2.3831, -0.2827], [1.8999, 1.2771, 0.8430], [1.6505, 1.2467, -2.0512], [4.3093, 2.6329, -0.0639], [4.8629, 3.0488, 1.5663], [5.3685, 1.9067, 2.2160], [5.7577, 4.1478, 1.4858], [3.4955, 3.4954, 2.2455], [0.8848, 3.9062, 4.5592], [-0.3520, 3.0585, 3.6625], [-0.4553, 4.8295, 3.8350], [2.1139, 5.4670, 3.4876], [1.4082, 6.0158, 1.9525], [3.8098, 5.5450, 1.9654], [3.4406, 5.4853, -0.3081], [1.8095, 5.0459, 0.0526], [3.1014, 3.5827, -1.5064], [1.6229, 0.4025, 0.5086], [4.0680, 1.5806, -0.0118], [5.1206, 2.7809, -0.7558], [-0.9158, -2.0361, -0.2465], [-1.1043, -2.1071, -1.4258], [-1.4114, -3.2700, -2.0461], [-1.4766, -3.0714, -3.4725], [-1.7296, -1.5799, -3.6548], [-1.0089, -0.9890, -2.4427], [-0.5263, -3.3884, -3.9059], [-2.2722, -3.6901, -3.8790], [-1.3799, -1.2003, -4.6123], [-2.7982, -1.3739, -3.5827], [0.0420, -0.7966, -2.6432], [-1.4868, -0.0886, -2.0685], [-4.1332, -6.7826, -2.4222], [-4.2922, -6.3378, -1.3249], [-5.5138, -5.9935, -0.8459], [-5.3845, -5.3881, 0.4532], [-4.0483, -5.8801, 0.9938], [-3.2295, -6.0319, -0.2875], [-5.4077, -4.3032, 0.3307], [-6.2285, -5.6898, 1.0683], [-3.6091, -5.2073, 1.7271], [-4.1761, -6.8549, 1.4664], [-2.7291, -5.1030, -0.5674], [-2.5061, -6.8391, -0.2270]], "homo_lumo_gap_ha": 0.3613, "energy_ha": -2424.78320, "relative_energy_kj_mol": 56.2, "spin_multiplicity": 1, "homo_energy_ev": -9.381, "lumo_energy_ev": 0.45}